C41H35N10NiO4S as an isolated structure at a distorted geometry. Source: the OMol25 dataset; level of theory: wB97M-V/def2-TZVPD.

The geometry in ORCA input format:
```
! wB97M-V def2-TZVPD RIJCOSX def2/J DEFGRID3
* xyz 1 3
Ni 0.82269 0.60166 -0.56454
O -0.53994 3.69183 -0.48281
C 0.26342 3.55461 -1.41433
N 0.69994 2.35123 -1.80062
C 1.03667 2.07278 -3.11949
O 1.04371 2.88800 -4.05665
C 1.14205 0.66339 -3.43605
C 1.16047 0.15302 -4.72279
C 1.19816 -1.23216 -4.97899
C 1.15187 -2.05791 -3.85566
C 1.16094 -1.51473 -2.60052
N 1.08213 -0.20728 -2.34797
C 0.80993 4.76071 -2.13956
C 0.03451 5.89964 -2.27711
C 0.59593 7.04581 -2.82874
C 1.94942 7.05625 -3.19092
C 2.60342 5.81796 -3.06223
N 2.03175 4.71932 -2.65693
H 1.23332 0.85057 -5.57470
H 1.16199 -1.64719 -6.01701
H 1.30406 -3.11692 -3.93163
H 1.26477 -2.18938 -1.78810
H -0.97965 5.97639 -1.87293
H -0.01889 7.96082 -2.86056
H 2.35138 8.01559 -3.58079
H 3.65118 5.76196 -3.38700
S 2.58086 4.32115 4.58457
C 1.96073 3.21101 3.37040
C 0.65385 2.73487 3.21657
C 0.33332 1.95417 2.13790
N 1.22898 1.62131 1.17048
C 2.49547 2.07783 1.28600
C 2.89628 2.88171 2.33596
C 2.55523 3.31843 5.99911
C 2.24707 3.82003 7.25072
C 2.17422 2.94953 8.33171
N 2.39199 1.64085 8.26006
C 2.76541 1.20227 7.04201
C 2.95842 1.95952 5.91083
H -0.19291 3.02811 3.91787
H -0.63463 1.43620 2.04118
H 3.16224 1.88191 0.38199
H 3.87534 3.31987 2.28054
H 2.05090 4.86330 7.49872
H 1.91045 3.34061 9.28022
H 2.90917 0.09216 6.95153
H 3.37603 1.56615 5.02061
N 0.28026 -5.55934 1.58315
C 1.21445 -5.02970 0.74992
O 1.74389 -5.76478 -0.12011
C 1.76486 -3.71008 0.95729
C 1.19314 -2.80343 1.86067
C 1.52083 -1.43054 1.75057
N 2.51440 -1.00987 0.97429
C 3.17316 -1.94499 0.18689
C 2.82854 -3.27421 0.10831
H -0.07545 -6.46327 1.30865
H -0.31499 -5.03342 2.21086
H 0.42135 -3.02880 2.54051
H 1.09815 -0.72369 2.42122
H 3.99300 -1.55200 -0.42249
H 3.31543 -3.91923 -0.61076
C -4.69643 -3.56852 -4.97517
C -4.09548 -3.53818 -3.57772
C -4.88873 -3.59302 -2.41399
C -4.28928 -3.67188 -1.19224
C -2.85653 -3.75553 -1.04067
N -2.35818 -4.11269 0.26917
C -2.54963 -3.51415 1.50244
O -2.12804 -4.04802 2.50106
N -3.34123 -2.36594 1.50926
C -2.89243 -1.22111 0.72770
C -3.84047 -0.24304 0.42755
C -3.45404 0.87794 -0.26873
C -2.09658 1.03804 -0.63526
N -1.19634 0.09017 -0.33244
C -1.57183 -1.04220 0.33335
C -2.03516 -3.65797 -2.13933
C -2.72299 -3.41001 -3.34957
H -3.94830 -3.48739 -5.78724
H -5.40848 -2.76665 -5.11674
H -5.28595 -4.45958 -5.03951
H -6.01041 -3.54294 -2.48815
H -4.91561 -3.70833 -0.29853
H -1.66387 -4.83065 0.31245
H -3.69820 -2.15325 2.46028
H -4.88208 -0.32883 0.84775
H -4.16990 1.65831 -0.51423
H -1.77642 2.00065 -1.13416
H -0.78031 -1.78650 0.52554
H -0.93656 -3.62837 -2.16350
H -2.09523 -3.07998 -4.16866
*
```

The expectation value of S² is 2.01. The calculated total energy is -118050.1366 eV. Its maximum force is 4.5 eV Å⁻¹.

Here are the Mulliken charges for atoms 1 to 2, given in e: number 1, Ni, carries -0.10; number 2, O, carries -0.64